# 1
Entry from the Open Molecules 2025 dataset: a molecular structure, C23H51O21P2V in a non-equilibrium geometry (the ωB97M-V functional and the def2-TZVPD basis).

Energy ... -111949.3496 eV
Largest force on an atom ... 1.88 eV/A
Charge ... 0
Orbital gap ... 9.77 eV
HOMO ... -9.60 eV

Each line ends with the Mulliken charge.
Atoms and positions in Å:
O -6.1089 13.8999 -15.5239  -0.60
V -4.6630 14.5289 -15.7925  1.55
O -3.6271 13.4321 -16.2583  -0.59
O -4.0694 18.5884 -15.5516  -0.52
C -4.2847 17.2650 -15.7202  0.54
O -3.3234 16.4646 -15.7299  -0.64
O -5.4331 16.7683 -15.8318  -0.49
H -3.1079 18.6295 -15.4295  0.33
C -6.9800 17.4236 -18.5463  -0.58
O -7.0879 16.1476 -19.2439  -0.45
P -5.9148 15.0905 -19.2025  -0.31
O -5.2255 14.9157 -17.9078  1.55
O -6.6533 13.7773 -19.6788  -0.36
C -6.0768 12.4956 -19.4709  -0.43
O -4.9353 15.4478 -20.4119  -0.28
C -5.3116 15.2186 -21.7804  -0.80
H -5.9636 17.8137 -18.6000  0.30
H -7.2971 17.2455 -17.5249  0.04
H -7.5993 18.1008 -19.1287  0.32
H -5.0089 12.5476 -19.2449  0.02
H -6.1170 11.8971 -20.3823  0.34
H -6.5816 11.9597 -18.6739  0.21
H -5.4921 16.2098 -22.1856  0.26
H -6.1697 14.5550 -21.8704  0.36
H -4.5028 14.7179 -22.3096  0.25
C -2.4717 12.9478 -11.5306  -0.61
O -2.7427 14.3365 -11.5447  -0.29
P -4.0446 14.9228 -12.2208  -0.17
O -4.2104 14.5398 -13.6288  0.77
O -3.8769 16.4779 -11.9369  -0.30
C -4.9366 17.3807 -12.3263  -0.13
O -5.2446 14.4462 -11.2759  -0.13
C -5.0726 14.5056 -9.8531  -0.84
H -3.3258 12.3479 -11.8481  0.36
H -2.1549 12.6388 -10.5311  0.33
H -1.6383 12.6245 -12.1577  0.04
H -5.5599 16.9409 -13.1088  -0.33
H -4.4509 18.2630 -12.7278  0.31
H -5.6112 17.5725 -11.4958  0.29
H -4.8486 13.5139 -9.4686  0.28
H -6.0115 14.8950 -9.4646  0.28
H -4.2908 15.2013 -9.5464  0.38
O 0.1773 10.7374 -18.4097  -0.57
C -0.5062 10.9463 -19.3835  0.78
O -1.2252 12.0279 -19.5954  -0.32
C -1.3495 13.0434 -18.6052  0.06
C -2.1179 14.1900 -19.2254  -0.87
C -0.5480 9.9931 -20.5608  -1.21
H -0.3880 13.4591 -18.2924  0.44
H -1.8389 12.6990 -17.6940  0.07
H -2.2977 15.0052 -18.5262  0.15
H -3.0856 13.8761 -19.6190  -0.02
H -1.5870 14.5851 -20.0957  0.44
H -0.1534 10.4414 -21.4718  0.31
H -1.5456 9.6075 -20.7735  0.31
H 0.0662 9.1231 -20.3361  0.35
O -7.7211 18.5725 -12.3490  -0.58
C -8.8178 18.0649 -12.3941  0.78
O -9.2377 17.2393 -13.3372  -0.33
C -8.3583 16.9216 -14.4447  0.48
C -9.0782 16.0047 -15.3968  -0.73
C -9.8794 18.3362 -11.3577  -1.17
H -7.4927 16.4261 -14.0065  -0.45
H -8.0356 17.8576 -14.8979  0.40
H -9.4866 15.1279 -14.8984  0.49
H -8.3515 15.6836 -16.1443  -0.34
H -9.8821 16.5365 -15.9100  0.34
H -10.8494 18.4901 -11.8218  0.34
H -9.5722 19.2535 -10.8585  0.35
H -9.8776 17.5410 -10.6141  0.27
O -11.4334 13.2138 -15.6083  -0.56
C -11.9372 13.0957 -16.6889  0.82
O -11.3435 12.4582 -17.7111  -0.38
C -10.0408 11.9182 -17.4477  -0.49
C -9.0069 13.0109 -17.5775  0.14
C -13.2746 13.6547 -17.0810  -0.99
H -9.8840 11.1238 -18.1743  0.32
H -10.0287 11.4359 -16.4689  0.33
H -8.8053 13.1143 -18.6484  0.19
H -7.9807 12.7931 -17.2711  -0.04
H -9.2410 13.9752 -17.1420  -0.18
H -13.2458 14.7277 -16.8958  0.26
H -14.0270 13.2378 -16.4131  0.29
H -13.5038 13.4370 -18.1188  0.28
O -1.2075 11.4615 -14.1325  -0.55
C -0.2140 11.5862 -14.8068  0.83
O 0.3230 12.7352 -15.1913  -0.35
C -0.2361 13.9583 -14.6977  0.22
C 0.1939 15.0640 -15.6255  -0.99
C 0.5441 10.3941 -15.3404  -0.87
H 0.0455 14.0744 -13.6480  0.38
H -1.3280 13.9402 -14.7014  -0.08
H -0.0179 16.0676 -15.2585  0.38
H -0.3872 14.9659 -16.5450  -0.07
H 1.2523 15.0199 -15.8859  0.35
H 0.0850 10.1759 -16.3048  0.11
H 0.4806 9.6092 -14.5934  0.34
H 1.5930 10.6449 -15.4866  0.31



# 2
Entry from the Open Molecules 2025 dataset: 5 unconnected molecules or ions with the total composition C23H52F3N4O5S in a non-equilibrium geometry (the ωB97M-V functional and the def2-TZVPD basis).

Energy ... -59852.1623 eV
Largest force on an atom ... 5.95 eV/A
Charge ... +3
Orbital gap ... 9.90 eV
HOMO ... -17.47 eV

Each line ends with the Mulliken charge.
Atoms and positions in Å:
C -5.3215 -1.2878 2.2435  -0.89
C -5.7763 -1.2354 0.7674  0.66
O -6.6592 -1.9735 0.2575  -0.44
N -5.1343 -0.1815 -0.0701  0.21
H -5.6212 0.7024 -0.0303  0.40
H -4.1909 0.0960 0.1603  0.35
C -4.8102 -0.6273 -1.4932  -0.84
H -4.2552 -1.1621 2.4316  0.08
H -5.6549 -2.1721 2.7865  0.38
H -5.8173 -0.5421 2.8650  0.35
H -4.0697 -1.4150 -1.3544  0.38
H -4.2832 0.1750 -2.0096  0.31
H -5.7588 -0.8397 -1.9864  0.39
C -1.9905 4.1515 -1.6462  -0.93
C -2.3975 5.0788 -0.4589  0.54
O -1.6306 5.8316 0.1526  -0.44
N -3.7071 4.7065 0.1422  -0.08
H -4.2243 5.5704 0.2215  0.37
H -4.2908 4.2942 -0.5715  0.40
C -3.6888 4.0430 1.5110  -0.52
H -2.6536 4.4385 -2.4623  0.56
H -2.1952 3.0848 -1.5553  0.25
H -0.9194 4.2412 -1.8273  0.07
H -3.8618 4.7990 2.2770  0.30
H -2.6926 3.6029 1.5565  0.13
H -4.5010 3.3283 1.3784  0.33
C 2.5120 4.9123 0.6596  -1.34
C 2.9194 3.7802 -0.2911  -0.39
C 2.0043 3.1832 -1.3353  -0.21
N 2.6087 1.9125 -2.0811  0.44
C 3.2156 0.8565 -1.0875  -1.22
C 3.7390 2.1872 -3.1973  -0.64
C 3.6913 1.0007 -4.0965  -0.61
C 2.2089 0.6295 -4.2292  -0.59
C 1.5195 1.3376 -3.0475  -0.34
H 3.2674 5.1553 1.4069  0.37
H 1.5548 4.7716 1.1616  0.27
H 2.3190 5.8275 0.0998  0.39
H 3.3537 2.9042 0.1906  0.33
H 3.6242 4.2750 -0.9594  0.31
H 1.5843 3.8618 -2.0777  0.51
H 1.0843 2.8845 -0.8326  0.02
H 3.2580 -0.1500 -1.5037  0.42
H 2.6290 0.7955 -0.1709  0.34
H 4.2607 1.1191 -0.9235  0.38
H 4.6818 2.3939 -2.6907  0.43
H 3.2249 3.0688 -3.5802  0.39
H 4.1122 0.1324 -3.5896  0.25
H 4.3281 1.1474 -4.9689  0.48
H 2.0631 -0.4507 -4.2371  0.33
H 1.9192 1.0501 -5.1922  0.31
H 0.9087 0.7424 -2.3686  0.09
H 1.0359 2.1786 -3.5444  0.36
C 1.0542 -2.5811 4.5969  -1.38
C 1.8037 -2.8765 3.2471  0.15
C 1.7562 -4.3095 2.7092  -0.65
N 1.8516 -4.3768 1.1076  0.37
C 3.1662 -3.7142 0.5109  -0.75
C 0.6562 -3.7590 0.4230  -0.87
C 0.5520 -4.4230 -0.9358  -0.72
C 1.2422 -5.8219 -0.8105  -0.67
C 1.6450 -5.9076 0.7037  -0.59
H 0.0402 -2.9802 4.5732  0.31
H 1.0241 -1.4931 4.6557  0.35
H 1.4891 -2.9505 5.5256  0.40
H 2.7712 -2.3871 3.1349  0.38
H 1.2908 -2.2077 2.5560  -0.26
H 0.8650 -4.8227 3.0706  0.44
H 2.6412 -4.7721 3.1462  0.41
H 2.9989 -3.2269 -0.4497  0.30
H 3.9292 -4.4468 0.2478  0.32
H 3.6677 -3.0314 1.1967  0.31
H 0.7707 -2.6775 0.3499  0.43
H -0.2310 -3.8605 1.0480  0.58
H 1.0483 -3.8581 -1.7249  0.22
H -0.5131 -4.3018 -1.1328  0.51
H 2.0101 -5.8582 -1.5833  0.32
H 0.5274 -6.6282 -0.9752  0.34
H 2.4801 -6.6030 0.7884  0.37
H 0.7383 -6.2554 1.1989  0.38
C -1.0234 -0.0872 2.4052  0.46
F 0.2350 0.1961 2.9614  -0.22
F -1.1838 -1.4128 2.3424  -0.16
F -2.0354 0.5525 3.0934  -0.20
S -1.1847 0.5872 0.5854  1.11
O -2.5390 0.1527 0.2138  -1.06
O -0.9680 2.0490 0.5490  -0.70
O -0.0983 -0.1214 -0.1276  -0.60



# 3
Entry from the Open Molecules 2025 dataset: a molecular structure, C23H52LaNO5P2SSi in a non-equilibrium geometry (the ωB97M-V functional and the def2-TZVPD basis).

Energy ... -74577.7440 eV
Largest force on an atom ... 1.77 eV/A
Charge ... 0
Orbital gap ... 6.44 eV
HOMO ... -6.61 eV

Each line ends with the Mulliken charge.
Atoms and positions in Å:
C -0.8987 0.9838 -6.2283  -1.09
C -0.9627 0.4395 -4.9221  1.49
N -0.0607 0.8696 -3.9528  0.27
C 0.6998 1.9527 -4.2183  0.56
C 0.7590 2.5399 -5.4791  -0.86
C -0.0276 2.0219 -6.5044  -0.46
C -2.0112 -0.4451 -4.5418  -2.34
P -2.6319 -0.6319 -2.8799  1.19
La 0.2286 -0.7455 -1.9229  1.19
P 2.2394 1.4405 -1.8387  0.77
C 1.5373 2.5877 -3.1194  -1.17
O -0.6342 -3.0350 -5.4022  -0.76
O -0.1638 -3.2555 -2.4732  -0.36
H -1.5551 0.5531 -6.9863  0.40
H 1.4353 3.3794 -5.6349  0.39
H 0.0305 2.4388 -7.5062  0.41
C -4.0479 0.5084 -3.0193  -1.39
C -3.4624 -2.2779 -2.8994  -1.29
H 2.3942 3.0988 -3.5821  0.41
H 0.9545 3.3293 -2.5420  0.40
H -1.1589 -2.2350 -5.3054  0.34
H -2.7263 -0.7136 -5.3306  0.31
C 2.7441 2.5890 -0.5132  -1.00
C 3.8836 1.0532 -2.5872  -1.43
H 2.6452 -1.5353 -2.6045  0.45
H 0.1338 -4.0392 -1.9629  0.21
H -0.2454 -3.5406 -3.3943  0.25
H 0.1151 -2.7298 -5.9453  0.32
H -0.9692 0.6471 -1.2045  -0.04
H 2.7367 -1.2999 -1.8633  -0.40
H -4.7831 0.0873 -3.7150  0.40
H -4.5083 0.6844 -2.0425  0.37
H -3.6847 1.4582 -3.4282  0.33
H -4.1776 -2.3309 -3.7322  0.42
H -2.7326 -3.0934 -3.0058  0.23
H -3.9924 -2.4059 -1.9425  0.39
H 4.5437 1.9360 -2.6058  0.43
H 4.3509 0.2515 -1.9943  0.39
H 3.7264 0.6818 -3.6107  0.38
H 3.7041 3.0789 -0.7417  0.44
H 1.9675 3.3531 -0.3635  0.47
H 2.8374 1.9955 0.4086  -0.11
C 1.7556 2.8852 2.9260  -1.38
C 2.1235 1.4623 3.3363  1.69
C 3.6377 1.3233 3.4701  -1.66
C 1.4551 1.1405 4.6622  -1.46
O 1.7410 0.5308 2.2780  -0.04
Si 0.3755 -0.4000 2.0974  0.23
S 0.6235 -1.7716 0.5999  -1.15
O 0.0468 -1.1338 3.5510  0.36
C 0.3994 -2.4381 4.0699  1.52
C 1.8575 -2.7565 3.7573  -1.27
C 0.1971 -2.3666 5.5805  -1.54
C -0.5775 -3.4577 3.5010  -1.55
O -0.8467 0.7030 1.8890  -0.02
C -2.2721 0.5266 2.1004  2.07
C -2.8139 -0.6222 1.2623  -1.41
C -2.5570 0.2968 3.5725  -1.58
C -2.9171 1.8330 1.6603  -1.99
H 2.0211 3.5832 3.7295  0.44
H 0.6784 2.9774 2.7463  0.07
H 2.2929 3.2061 2.0275  0.29
H 4.0094 1.9869 4.2586  0.39
H 3.9097 0.2938 3.7357  0.32
H 4.1472 1.5808 2.5337  0.28
H 0.3668 1.2754 4.6166  0.16
H 1.7031 0.1245 4.9934  0.12
H 1.8408 1.8380 5.4215  0.63
H 2.5172 -1.9630 4.1387  0.14
H 2.1236 -3.6969 4.2614  0.53
H 2.0272 -2.8760 2.6796  0.17
H -0.8420 -2.1066 5.8196  0.30
H 0.4119 -3.3395 6.0408  0.44
H 0.8601 -1.6264 6.0440  0.34
H -1.6072 -3.1797 3.7712  0.27
H -0.4965 -3.5311 2.4103  0.17
H -0.3588 -4.4404 3.9393  0.53
H -2.2916 -1.5624 1.4729  0.14
H -3.8816 -0.7572 1.4797  0.48
H -2.7035 -0.3948 0.1959  0.03
H -2.1421 1.0962 4.1943  0.30
H -3.6389 0.2705 3.7475  0.53
H -2.1490 -0.6533 3.9205  0.12
H -2.5709 2.6765 2.2675  0.40
H -2.6829 2.0408 0.6126  0.31
H -4.0054 1.7773 1.7657  0.39